{
  "formula": "C27H17ClF5N2O6PtSTe",
  "method": "the ωB97M-V functional and the def2-TZVPD basis",
  "symbols": ["Pt", "O", "C", "O", "C", "C", "Cl", "N", "N", "C", "C", "O", "O", "C", "C", "C", "C", "C", "C", "H", "H", "H", "H", "H", "H", "C", "C", "O", "O", "H", "H", "H", "C", "Te", "C", "C", "C", "C", "C", "C", "C", "H", "H", "H", "H", "H", "H", "H", "H", "F", "C", "C", "F", "C", "F", "C", "S", "C", "F", "C", "F"],
  "xyz": [[-0.051016, -0.047404, 1.329839], [4.738745, 0.328975, 4.954499], [5.058557, 0.184317, 3.695514], [6.199907, 0.030157, 3.316842], [3.937994, 0.235760, 2.699818], [4.121933, 0.288747, 1.330376], [5.545487, 0.223181, 0.407364], [2.915152, 0.337980, 0.724016], [1.953767, 0.297800, 1.668581], [2.529912, 0.254750, 2.858406], [1.654703, 0.283552, 4.124202], [2.284902, 0.409041, 5.205165], [0.429909, 0.217925, 3.966520], [2.632417, 0.688500, -0.646586], [3.281904, 1.796127, -1.176061], [3.019065, 2.182899, -2.477942], [2.100537, 1.478426, -3.245795], [1.447705, 0.383283, -2.705345], [1.710790, -0.017997, -1.401468], [3.707353, 0.411864, 5.083867], [3.957677, 2.367979, -0.557944], [3.523474, 3.048704, -2.887482], [1.897652, 1.785668, -4.264712], [0.747395, -0.196507, -3.294075], [1.216866, -0.884921, -1.006369], [-0.501272, 4.190296, 0.567289], [0.280444, 2.906384, 0.776859], [1.485327, 2.919519, 0.921614], [-0.510110, 1.860836, 0.796170], [0.165302, 4.974253, 0.216388], [-0.927509, 4.492192, 1.526047], [-1.320406, 4.045073, -0.136229], [-3.452472, 1.267773, 0.438764], [-2.480286, -0.592446, 0.832127], [-2.511473, -0.683515, -1.308215], [-3.785872, 0.023547, -1.679156], [-4.492122, -0.262281, -2.839652], [-5.677050, 0.405821, -3.120115], [-6.163166, 1.356963, -2.235124], [-5.460751, 1.647045, -1.072536], [-4.269090, 0.991692, -0.793768], [-2.637730, 1.971630, 0.266065], [-4.044350, 1.593992, 1.290367], [-2.446361, -1.707211, -1.660037], [-1.622016, -0.142393, -1.636868], [-4.117198, -1.017723, -3.520258], [-6.226522, 0.172840, -4.023363], [-7.095582, 1.866667, -2.442986], [-5.843378, 2.383003, -0.374960], [1.915267, -5.571157, -1.135052], [0.877633, -4.779320, -0.720559], [0.434166, -3.625864, -1.521982], [-0.980218, -3.479545, -1.546379], [1.032645, -3.411773, -0.123413], [2.218712, -2.737166, -0.016576], [0.197675, -3.371402, 1.067458], [0.081739, -2.199958, 2.225115], [-0.502935, -4.635153, 1.163675], [-1.499540, -4.856379, 2.014920], [-0.092726, -5.450567, 0.187119], [-0.591556, -6.634484, -0.083980]],
  "forces_ev_per_angstrom": [[0.1, 0.0, -0.1], [0.0, 0.0, 0.0], [0.1, 0.0, 0.0], [0.0, 0.0, 0.0], [0.0, 0.1, -0.1], [0.0, -0.1, 0.0], [0.0, 0.0, 0.0], [-0.1, 0.0, -0.2], [0.0, 0.0, 0.1], [0.0, -0.1, 0.0], [0.0, 0.1, 0.0], [-0.1, 0.0, -0.1], [0.2, 0.0, 0.0], [0.0, 0.1, 0.1], [-0.1, 0.0, 0.0], [0.0, 0.0, 0.0], [0.0, 0.0, 0.0], [0.0, 0.0, 0.1], [0.2, 0.0, 0.0], [0.0, -0.1, 0.0], [0.0, 0.0, 0.0], [0.0, 0.0, 0.0], [0.0, 0.0, 0.0], [0.0, 0.0, 0.0], [0.0, -0.2, 0.1], [0.0, 0.0, 0.0], [0.0, -0.1, 0.0], [0.0, 0.0, 0.0], [0.0, 0.0, -0.1], [0.0, 0.0, 0.0], [0.0, 0.0, 0.0], [0.0, 0.0, 0.0], [0.0, 0.0, 0.1], [-0.1, -0.1, -0.1], [0.1, 0.1, 0.0], [0.0, 0.0, 0.0], [0.0, 0.0, 0.0], [0.0, 0.0, 0.0], [0.0, 0.0, 0.0], [0.0, 0.0, 0.0], [0.0, 0.0, 0.0], [0.0, 0.0, 0.0], [0.0, 0.0, 0.0], [0.0, -0.1, 0.0], [0.0, 0.0, 0.0], [0.0, 0.0, 0.0], [0.0, 0.0, 0.0], [0.0, 0.0, 0.0], [0.0, 0.0, 0.0], [0.0, 0.0, 0.0], [0.0, -0.1, 0.0], [0.0, 0.2, 0.1], [0.0, 0.0, 0.0], [-0.1, 0.1, -0.4], [0.0, 0.0, 0.0], [0.2, -0.2, 0.2], [-0.6, 0.3, 0.0], [0.2, 0.0, 0.2], [0.0, 0.0, 0.1], [0.1, 0.0, -0.1], [-0.1, -0.1, 0.0]],
  "lumo_energy_ev": [0.62, 0.62],
  "homo_ha": [-0.20344, -0.20342],
  "charge": -1
}

=====

{
  "formula": "C5H11N2",
  "method": "the ωB97M-V functional and the def2-TZVPD basis",
  "symbols": ["N", "C", "N", "H", "H", "H", "H", "H", "C", "C", "C", "C", "H", "H", "H", "H", "H", "H"],
  "xyz": [[1.189852, 1.905472, 0.453549], [0.859180, 1.763567, -0.801137], [1.739428, 1.491928, -1.733580], [2.142112, 1.813226, 0.779928], [0.475156, 1.927805, 1.164244], [-0.181811, 1.899401, -1.062205], [1.472650, 1.523306, -2.702572], [2.668864, 1.148323, -1.513624], [0.430103, -2.310413, -0.059237], [-0.721480, -1.637326, -0.056721], [-1.295004, -0.973228, 1.106402], [-2.512312, -0.421244, 1.126818], [1.090927, -2.280644, 0.799338], [0.746614, -2.901883, -0.906164], [-1.338172, -1.605495, -0.951399], [-0.737388, -0.990512, 2.038597], [-2.864690, 0.014211, 2.052542], [-3.164025, -0.366497, 0.265213]],
  "forces_ev_per_angstrom": [[-0.1, -0.3, 0.3], [0.5, 0.0, 0.1], [-0.1, -0.1, 0.0], [0.0, 0.0, -0.1], [-0.1, 0.1, 0.0], [0.0, 0.0, -0.1], [0.0, -0.1, -0.1], [-0.1, 0.3, -0.1], [0.0, 0.4, 0.0], [0.1, -0.1, -0.2], [-0.3, 0.3, 0.1], [0.5, 0.2, 0.2], [-0.1, -0.2, 0.1], [0.1, 0.1, -0.1], [0.0, -0.2, 0.0], [0.1, -0.1, -0.1], [-0.2, 0.0, -0.1], [0.0, -0.1, -0.1]],
  "lumo_energy_ev": -3.84,
  "homo_ha": -0.44478,
  "charge": 1,
  "e_above_lowest_kcal_mol": 21.9
}

=====

Number 1: DFT total energy -3345.1097 hartree. Number 2: DFT total energy -306.3485 hartree.